{
  "formula": "CH3BrS",
  "method": "ωB97M-V with the def2-TZVPD basis set",
  "symbols": ["Br", "C", "H", "H", "S", "H"],
  "xyz": [[1.35, 0.12, -1.68], [0.10, 0.80, -0.43], [-0.48, 1.05, 1.86], [-0.66, -1.55, -0.11], [0.66, 0.77, 1.16], [-0.97, -1.19, -0.80]],
  "mulliken_charge": [-0.026, -0.168, 0.189, 0.006, -0.051, 0.049],
  "lumo_ev": -0.61,
  "orbital_gap_ev": 8.243,
  "e_homo_ev": -8.9,
  "spin_multiplicity": 1,
  "de_lowest_kj_mol": 347.2,
  "charge": 0
}



{
  "formula": "CH3Cl2FN2OS2",
  "method": "ωB97M-V with the def2-TZVPD basis set",
  "symbols": ["F", "H", "N", "O", "N", "C", "Cl", "Cl", "S", "S", "H", "H"],
  "xyz": [[-2.66, 0.54, 1.45], [0.15, -0.97, 0.63], [-2.22, -0.47, 0.55], [2.35, 0.17, 0.86], [0.20, -0.05, 0.25], [1.47, 0.50, -0.03], [1.14, 2.35, -0.04], [2.15, 0.09, -1.66], [-1.56, -1.39, -1.92], [-1.21, 0.12, -0.75], [-3.05, -0.92, 0.08], [3.23, 0.04, 0.59]],
  "mulliken_charge": [-0.196, 0.375, -0.214, -0.400, -0.386, 0.541, -0.203, -0.201, -0.342, 0.378, 0.311, 0.337],
  "lumo_ev": 0.08,
  "orbital_gap_ev": 9.495,
  "e_homo_ev": -9.4,
  "spin_multiplicity": 1,
  "de_lowest_kj_mol": 108.3,
  "charge": 0
}



> Which formula does entry 1 have?

CH3BrS



Please write out number 1 again, unchanged.
{
  "formula": "CH3BrS",
  "method": "ωB97M-V with the def2-TZVPD basis set",
  "symbols": ["Br", "C", "H", "H", "S", "H"],
  "xyz": [[1.35, 0.12, -1.68], [0.10, 0.80, -0.43], [-0.48, 1.05, 1.86], [-0.66, -1.55, -0.11], [0.66, 0.77, 1.16], [-0.97, -1.19, -0.80]],
  "mulliken_charge": [-0.026, -0.168, 0.189, 0.006, -0.051, 0.049],
  "lumo_ev": -0.61,
  "orbital_gap_ev": 8.243,
  "e_homo_ev": -8.9,
  "spin_multiplicity": 1,
  "de_lowest_kj_mol": 347.2,
  "charge": 0
}